C27H18BF9O2 | ωB97M-V with the def2-TZVPD basis set

Values from the calculation:
Lowest unoccupied orbital energy ... -1.10 eV

```
! wB97M-V def2-TZVPD RIJCOSX def2/J DEFGRID3
* xyz 0 1
F -1.16831 6.54538 -1.27678
C -1.31720 5.20891 -0.95082
C -2.60412 4.66953 -0.91925
C -2.72845 3.28703 -0.96488
F -3.94004 2.73328 -0.62144
C -1.62783 2.44275 -1.27249
B -1.84028 1.09378 -1.98555
C -3.06634 0.17945 -1.66439
C -3.52734 -0.50942 -0.50261
F -2.80112 -0.52431 0.67514
C -4.68311 -1.29753 -0.49183
C -5.31374 -1.55818 -1.70756
F -6.38217 -2.43521 -1.70674
C -4.87651 -0.97517 -2.90418
C -3.77412 -0.12859 -2.83940
F -3.23325 0.34309 -4.02998
C -0.61532 0.31092 -2.60562
C -0.09054 -0.97829 -2.32025
F -0.44352 -1.57963 -1.13356
C 0.83416 -1.66369 -3.11128
C 1.32083 -0.99268 -4.23290
F 2.04996 -1.70781 -5.16177
C 0.96682 0.32477 -4.50107
C 0.04190 0.93784 -3.68161
F -0.25774 2.25826 -3.93193
C -0.37128 3.03954 -0.99998
F 0.70255 2.22190 -0.73636
C -0.16669 4.41542 -0.91369
H -3.47581 5.30705 -0.87073
H -5.02102 -1.74324 0.45211
H -5.35679 -1.22911 -3.84501
H 1.18051 -2.67085 -2.85015
H 1.40833 0.85792 -5.34479
H 0.82391 4.84797 -0.81935
C -1.07855 -1.78843 3.22317
O -0.66349 -1.12987 2.01258
C 0.68631 -0.70513 1.75143
C 1.69026 -0.86796 2.82856
C 2.42261 0.28646 3.08761
C 3.72850 0.24121 3.51860
C 4.38495 -0.99850 3.67087
O 5.72046 -1.00324 3.95202
C 6.35546 -2.25770 3.64612
C 3.68160 -2.19179 3.35753
C 2.35416 -2.11206 2.96433
H -0.86840 -2.88936 3.22912
H -0.66611 -1.30999 4.14162
H -2.17812 -1.68095 3.27019
H 0.60734 0.25906 1.15690
H 1.16069 -1.45647 1.09509
H 1.98925 1.20361 2.68521
H 4.35140 1.12204 3.65770
H 7.41523 -2.03143 3.69732
H 6.04755 -2.99020 4.40036
H 6.05194 -2.60015 2.64495
H 4.24446 -3.14161 3.31205
H 1.91621 -2.98864 2.46737
*
```